Model one:
The following is a quantum chemistry calculation of an isolated molecule of C5H8, from the OMol25 dataset.

structure (SMILES): CC#CCC
Kohn-Sham gap: 10.4 eV

Geometry (Å):
C1 -1.577 0.209 -0.410
C2 -1.311 -0.538 0.910
C3 0.159 -0.542 0.969
C4 1.219 -0.233 0.483
C5 2.268 0.264 -0.402
H1 -0.977 1.124 -0.404
H2 -2.622 0.475 -0.576
H3 -1.221 -0.404 -1.245
H4 -1.729 -1.551 0.890
H5 -1.766 -0.019 1.761
H6 3.231 0.422 0.082
H7 2.399 -0.426 -1.240
H8 1.927 1.219 -0.819

***

Model two:
The following is a quantum chemistry calculation of an isolated molecule of C5H8, from the OMol25 dataset.

structure (SMILES): C=C/C=C\C
Kohn-Sham gap: 9.5 eV

Geometry (Å):
C1 2.053 -0.528 -0.062
C2 1.131 0.665 0.010
C3 -0.223 0.710 -0.008
C4 -1.233 -0.299 0.099
C5 -2.544 -0.114 -0.112
H1 1.547 -1.298 -0.691
H2 3.063 -0.247 -0.554
H3 2.233 -0.898 1.058
H4 1.553 1.738 0.074
H5 -0.582 1.735 -0.022
H6 -0.877 -1.297 0.304
H7 -2.961 0.865 0.000
H8 -3.158 -1.031 -0.096

***

So which one is most stable? That would be model two, about 0.242 eV below the next structure.